[1]
{"formula": "C23H24Br3CaF4N3NaO5", "method": "the ωB97M-V functional and the def2-TZVPD basis", "e_lumo_ev": -1.93, "charge": -1, "homo_energy_ev": -3.7723, "spin_multiplicity": 1, "homo_lumo_gap_ev": 1.84, "energy_ev": -282786.8688, "elements": ["C", "C", "Br", "C", "Br", "N", "C", "O", "C", "C", "C", "C", "C", "C", "F", "C", "C", "C", "C", "C", "C", "C", "C", "C", "O", "H", "H", "H", "H", "H", "H", "H", "H", "H", "H", "H", "H", "H", "H", "F", "Na", "Ca", "C", "N", "O", "O", "H", "H", "H", "C", "O", "N", "C", "C", "H", "H", "H", "H", "H", "H", "H", "Br", "F", "F"], "positions_angstrom": [[1.52692, -0.72578, 1.94674], [1.02195, -1.28452, 0.54245], [1.83804, -2.91141, -0.20662], [0.05712, -0.59768, -0.07697], [-0.62915, -1.22475, -1.77674], [-0.42889, 0.58406, 0.60238], [-1.58727, 0.07779, 1.31620], [-1.59781, -0.59559, 2.31149], [-2.81672, 0.57379, 0.56943], [-4.14817, 0.21431, 0.69245], [-5.06503, 0.84474, -0.15170], [-4.60047, 1.85894, -1.06236], [-5.62168, 2.57686, -1.99079], [-6.82717, 2.93210, -1.10072], [-7.62579, 3.90994, -1.63274], [-3.25848, 2.21505, -1.13558], [-2.73782, 3.29170, -2.04608], [-2.54510, 3.01605, -3.37138], [-2.01441, 4.05475, -4.15245], [-1.72342, 5.30453, -3.60434], [-1.95931, 5.57524, -2.24551], [-2.47174, 4.54082, -1.46613], [-2.33045, 1.56345, -0.32027], [-0.80922, 1.73040, -0.20093], [-0.10274, 2.59656, -0.61398], [0.80227, -0.89080, 2.75854], [1.66253, 0.36248, 1.86090], [2.53145, -1.14401, 2.14023], [-4.41472, -0.54238, 1.43272], [-6.13149, 0.53780, -0.05093], [-5.18127, 3.47994, -2.43255], [-5.96466, 1.90012, -2.78939], [-6.46602, 3.23943, -0.06828], [-7.39344, 1.96388, -0.98393], [-2.79678, 2.02159, -3.77873], [-1.79622, 3.92077, -5.21519], [-1.29173, 6.10195, -4.22026], [-1.74812, 6.52892, -1.75818], [-2.63242, 4.71793, -0.39489], [-2.43999, 1.12718, -5.47012], [1.40010, -3.31299, 2.07694], [-8.01637, 1.80244, 0.83489], [5.22635, 1.55321, 2.61093], [5.40245, 0.16292, 3.11575], [4.74644, -0.16915, 4.08369], [6.18985, -0.53589, 2.52020], [4.49752, 2.05958, 3.23471], [6.19288, 2.04592, 2.66624], [4.87838, 1.48688, 1.58341], [4.38828, -5.65449, 1.63734], [3.44470, -5.83876, 0.85733], [5.57711, -6.23210, 1.56259], [6.61400, -5.93644, 2.55252], [5.83940, -7.16814, 0.48249], [4.30720, -4.96742, 2.49440], [7.48798, -5.51972, 2.04048], [6.89487, -6.85976, 3.06127], [6.22489, -5.16341, 3.35512], [5.71212, -6.66334, -0.47798], [5.12744, -7.99517, 0.53343], [6.85269, -7.55247, 0.56214], [6.22983, -4.63889, 5.05718], [-4.32456, 1.11638, -4.43242], [-1.17610, 0.53465, -3.86849]], "mulliken_charge": [-1.53, 0.27, -0.20, -0.06, 0.03, 0.22, 0.06, -0.62, 0.16, -1.48, -0.48, 0.91, -0.31, -0.37, -0.34, 0.81, -0.43, -0.10, -0.86, -0.36, -0.76, -0.10, 0.46, 0.01, -0.52, 0.32, 0.29, 0.76, 0.53, 0.57, 0.49, 0.31, 0.42, -0.05, 0.72, 0.40, 0.35, 0.37, 0.39, -0.23, 0.87, -0.10, -0.71, 0.85, -0.49, -0.50, 0.29, 0.29, 0.28, 0.35, -0.72, 0.16, -0.72, -0.98, 0.14, 0.35, 0.37, -0.01, 0.28, 0.29, 0.38, -0.81, -0.49, -0.38]}


[2]
{"formula": "C23H24F5N3NiSTe", "method": "the ωB97M-V functional and the def2-TZVPD basis", "e_lumo_ev": -0.81, "charge": 0, "e_above_lowest_kcal_mol": 7.1, "homo_energy_ev": -7.0561, "spin_multiplicity": 1, "homo_lumo_gap_ev": 6.25, "energy_ev": -101471.0964, "elements": ["Ni", "N", "C", "C", "C", "C", "C", "C", "H", "H", "H", "H", "H", "H", "H", "F", "C", "F", "C", "F", "F", "F", "C", "C", "C", "C", "C", "C", "Te", "C", "C", "C", "H", "H", "H", "H", "H", "H", "H", "H", "H", "H", "H", "N", "C", "S", "C", "C", "C", "N", "C", "C", "H", "H", "H", "H", "H", "H"], "positions_angstrom": [[0.87965, 0.78287, 0.16814], [2.10118, 0.27155, 1.77973], [1.41530, -0.37381, 2.86762], [0.99248, -1.68647, 2.70821], [0.22976, -2.28101, 3.70221], [-0.11962, -1.57043, 4.84317], [0.31879, -0.26382, 4.99930], [1.09430, 0.33368, 4.01647], [2.85121, -0.32476, 1.43999], [2.51915, 1.14557, 2.08539], [1.23991, -2.21603, 1.79517], [-0.10290, -3.30326, 3.57691], [-0.73219, -2.03009, 5.60692], [0.04600, 0.29672, 5.88385], [1.43257, 1.35740, 4.13382], [-1.42302, 1.82476, -0.91162], [-0.09897, 1.57516, -1.26779], [-0.20509, 0.95484, -2.47788], [0.46753, 2.97287, -1.58892], [0.57545, 3.70300, -0.45074], [1.68353, 2.90164, -2.13253], [-0.31260, 3.66819, -2.42356], [-0.29175, -2.70166, -6.60982], [0.32410, -2.18805, -5.33665], [-0.19979, -2.52019, -4.09775], [0.36518, -2.05847, -2.91124], [-0.29312, -2.43066, -1.61110], [1.49351, -1.23609, -2.97298], [2.43007, -0.56236, -1.19888], [2.03428, -0.87561, -4.21454], [3.22204, 0.03976, -4.34136], [1.44023, -1.36257, -5.37292], [-1.20964, -3.25340, -6.40908], [0.39406, -3.36946, -7.13500], [-0.53126, -1.88108, -7.28814], [-1.07928, -3.15375, -4.04641], [-1.10024, -3.14362, -1.78014], [-0.71299, -1.54279, -1.12944], [0.42428, -2.86423, -0.91304], [3.02697, 0.99860, -3.85840], [3.45410, 0.21791, -5.39120], [4.10614, -0.38181, -3.86060], [1.85945, -1.07983, -6.33335], [-4.02567, 3.02447, 4.58370], [-3.39818, 1.83943, 4.56355], [-3.64323, 0.65479, 5.67158], [-2.40125, 1.68569, 3.46502], [-2.31841, 0.50107, 2.74548], [-1.36094, 0.38901, 1.75997], [-0.48318, 1.36313, 1.48729], [-0.56703, 2.50209, 2.16867], [-1.51477, 2.70912, 3.15562], [-4.71659, 3.19203, 5.29627], [-3.95090, 3.67008, 3.81572], [-2.98498, -0.32064, 2.96364], [-1.27019, -0.51541, 1.17157], [0.15050, 3.27000, 1.91356], [-1.52393, 3.64590, 3.69654]], "mulliken_charge": [-0.16, -0.23, 0.46, -0.39, -0.59, -0.67, -0.50, -0.42, 0.39, 0.26, 0.36, 0.40, 0.41, 0.46, 0.34, -0.30, 0.92, -0.15, 0.51, -0.24, -0.22, -0.28, -1.47, 0.59, -1.22, 1.17, -1.26, -0.24, 0.01, 1.34, -1.56, -1.07, 0.35, 0.32, 0.34, 0.23, 0.44, 0.03, 0.25, 0.23, 0.38, 0.34, 0.33, -0.35, -0.14, -0.31, 0.89, -0.94, -0.14, 0.17, -0.70, -0.86, 0.22, 0.22, 0.48, 0.59, 0.56, 0.45]}


[3]
{"formula": "C23H24F5N3NiSTe", "method": "the ωB97M-V functional and the def2-TZVPD basis", "e_lumo_ev": [-1.05, -1.06], "s_squared": 2.0116, "charge": 0, "e_above_lowest_kcal_mol": 18.3, "homo_energy_ev": [-7.1840, -7.2525], "spin_multiplicity": 3, "homo_lumo_gap_ev": [6.13, 6.19], "energy_ev": -101470.5423, "elements": ["Ni", "N", "C", "C", "C", "C", "C", "C", "H", "H", "H", "H", "H", "H", "H", "F", "C", "F", "C", "F", "F", "F", "C", "C", "C", "C", "C", "C", "Te", "C", "C", "C", "H", "H", "H", "H", "H", "H", "H", "H", "H", "H", "H", "N", "C", "S", "C", "C", "C", "N", "C", "C", "H", "H", "H", "H", "H", "H"], "positions_angstrom": [[0.02233, 1.54669, 0.14660], [0.67828, 2.28056, 2.12566], [1.24859, 1.27554, 2.98413], [2.61923, 1.09691, 3.04022], [3.14243, 0.08332, 3.83060], [2.30208, -0.74922, 4.55525], [0.92773, -0.56153, 4.48964], [0.39830, 0.45210, 3.70690], [1.35226, 3.00315, 1.89149], [-0.11785, 2.72382, 2.57170], [3.27400, 1.72842, 2.45174], [4.21492, -0.05186, 3.87681], [2.71482, -1.54238, 5.16357], [0.26138, -1.20988, 5.04366], [-0.67533, 0.59697, 3.65228], [-1.87352, 2.48630, -1.74965], [-0.49437, 2.51915, -1.54726], [0.08209, 2.40203, -2.77589], [-0.22779, 3.97307, -1.09718], [-0.96203, 4.21009, 0.03260], [1.06465, 4.11237, -0.73645], [-0.51046, 4.93597, -1.96783], [2.12328, -2.95962, -5.93818], [1.94581, -2.27443, -4.60912], [1.15049, -2.82430, -3.61864], [1.01281, -2.22881, -2.36351], [0.08011, -2.88509, -1.37675], [1.70411, -1.04253, -2.09487], [1.75673, -0.24944, -0.12742], [2.49173, -0.45183, -3.09730], [3.25297, 0.82960, -2.87810], [2.59371, -1.07825, -4.33477], [1.49118, -3.84411, -6.01317], [3.15871, -3.27552, -6.07925], [1.87263, -2.29175, -6.76433], [0.61313, -3.74561, -3.82133], [-0.22525, -3.86741, -1.73672], [-0.82460, -2.28354, -1.25432], [0.53447, -2.99700, -0.39210], [2.60588, 1.61374, -2.49219], [3.69384, 1.17266, -3.81423], [4.05385, 0.69005, -2.14884], [3.20684, -0.61833, -5.10374], [-6.20247, -0.10953, 2.92279], [-5.13077, -0.91519, 2.86837], [-5.09598, -2.41755, 3.51777], [-3.93770, -0.30850, 2.17379], [-2.99835, -1.12247, 1.56526], [-1.90622, -0.54916, 0.93985], [-1.71289, 0.77107, 0.91081], [-2.61434, 1.56246, 1.49583], [-3.73576, 1.06779, 2.13413], [-7.04145, -0.46927, 3.34778], [-6.25835, 0.74031, 2.38948], [-3.11751, -2.19669, 1.58494], [-1.13982, -1.14621, 0.46476], [-2.43572, 2.63008, 1.43454], [-4.40685, 1.76280, 2.62021]], "mulliken_charge": [0.47, -0.45, 0.38, -0.18, -0.50, -0.57, -0.69, -0.29, 0.32, 0.30, 0.34, 0.38, 0.39, 0.40, 0.31, -0.34, 0.46, -0.30, 0.48, -0.24, -0.25, -0.27, -1.46, 0.49, -1.01, 0.85, -1.54, 0.22, 0.09, 1.15, -1.60, -0.87, 0.34, 0.32, 0.34, 0.22, 0.38, 0.19, 0.39, 0.15, 0.36, 0.35, 0.32, -0.34, 0.16, -0.34, 0.91, -0.82, -0.48, 0.28, -0.31, -0.95, 0.23, 0.18, 0.45, 0.40, 0.44, 0.35]}


[4]
{"formula": "C23H24FI2N2NaO5", "method": "the ωB97M-V functional and the def2-TZVPD basis", "e_lumo_ev": 3.51, "charge": -2, "e_above_lowest_kcal_mol": 3.0, "homo_energy_ev": -0.1644, "spin_multiplicity": 1, "homo_lumo_gap_ev": 3.67, "energy_ev": -60794.0739, "elements": ["Na", "C", "O", "C", "C", "O", "C", "C", "O", "C", "H", "H", "H", "H", "H", "H", "H", "H", "H", "H", "H", "H", "H", "H", "I", "C", "C", "C", "I", "C", "C", "C", "C", "N", "C", "C", "O", "H", "H", "H", "H", "O", "C", "N", "F", "C", "C", "C", "C", "C", "C", "C", "H", "H", "H", "H", "H", "H"], "positions_angstrom": [[0.50753, -0.09316, 0.55696], [0.10010, -0.67568, 3.39828], [-0.52812, 0.23031, 2.47978], [-1.91291, -0.01091, 2.31019], [-2.39202, 0.73647, 1.09036], [-1.85959, 0.06208, -0.03786], [-2.17026, 0.67756, -1.28713], [-1.50952, -0.14763, -2.36318], [-0.18146, 0.30776, -2.53308], [0.64602, -0.65837, -3.14852], [-0.32386, -0.54225, 4.39914], [1.17080, -0.45430, 3.41675], [-0.05559, -1.70774, 3.06677], [-2.46473, 0.30858, 3.20365], [-2.08846, -1.08323, 2.15630], [-2.04991, 1.77708, 1.11318], [-3.49018, 0.73002, 1.06226], [-1.77216, 1.70137, -1.29746], [-3.26007, 0.71315, -1.42142], [-2.07089, -0.06202, -3.30560], [-1.49880, -1.20166, -2.06006], [0.30261, -0.87624, -4.17023], [0.66362, -1.58127, -2.56336], [1.64944, -0.23922, -3.19586], [0.45946, -5.20355, -0.31684], [2.06284, -3.89438, -0.14916], [3.36297, -4.42376, -0.07698], [4.44526, -3.60584, 0.04782], [6.33456, -4.47997, 0.14170], [4.27618, -2.18890, 0.08745], [5.33784, -1.26763, 0.23970], [5.09013, 0.06867, 0.25952], [3.76395, 0.51343, 0.11380], [2.75470, -0.30370, -0.02701], [2.98004, -1.64779, -0.01797], [1.78124, -2.52120, -0.10079], [0.61149, -2.03911, -0.14789], [3.49858, -5.49670, -0.11224], [6.34560, -1.63937, 0.37041], [5.88359, 0.78412, 0.42504], [3.53641, 1.57410, 0.13367], [5.73346, 0.05187, 3.79881], [4.55839, -0.13803, 3.52358], [3.42148, -0.30945, 3.24105], [-1.17287, 8.88668, -0.42021], [-0.88832, 7.52856, -0.44440], [-1.10585, 6.75641, 0.68095], [-0.82292, 5.40221, 0.66192], [-0.30393, 4.72390, -0.49443], [-0.05869, 3.35264, -0.53455], [-0.08999, 5.59500, -1.61766], [-0.37668, 6.94857, -1.58975], [-1.49457, 7.22052, 1.58188], [-0.99607, 4.82324, 1.56394], [0.37298, 2.88361, -1.40988], [-0.16992, 2.75273, 0.36260], [0.31424, 5.16930, -2.53062], [-0.19856, 7.56465, -2.46563]], "mulliken_charge": [0.67, -0.66, -0.32, -0.67, -0.42, -0.08, -0.51, -0.64, -0.16, -0.68, 0.30, 0.26, 0.31, 0.43, 0.33, 0.22, 0.41, 0.15, 0.40, 0.44, 0.34, 0.33, 0.17, 0.22, -0.10, -0.40, -0.41, -0.19, -0.02, 1.22, -0.72, -0.78, -0.63, -0.09, 0.18, 0.37, -0.57, 0.27, 0.13, 0.38, 0.48, -0.78, 0.46, -0.70, -0.39, 0.34, -0.47, -0.48, 0.96, -1.50, -0.60, -0.41, 0.36, 0.28, 0.16, 0.18, 0.28, 0.35]}